Formula: C3H6FO2S
Source: the Open Molecules 2025 dataset
Level of theory: ωB97M-V/def2-TZVPD

Each line ends with the natural charge from an NBO analysis.
CARTESIAN COORDINATES (ANGSTROEM)
S (-2.5935, 0.8414, 1.1419)  1.101
F (1.0194, -1.6068, 1.5599)  -0.393
O (-2.6789, 2.1073, 1.8915)  -1.022
O (-3.4213, 0.8468, -0.0613)  -1.027
C (0.4228, -1.6177, 0.2549)  0.240
C (1.0457, 0.6969, -0.4852)  -0.583
C (1.0971, -0.8238, -0.8604)  -0.514
H (-0.7092, -1.4489, 0.4480)  0.162
H (2.1231, -1.0999, -0.9021)  0.202
H (0.5076, -0.8597, -1.7565)  0.224
H (1.5458, 1.2503, -1.4029)  0.187
H (0.0548, 0.9032, -0.3847)  0.215
H (1.5866, 0.8109, 0.5567)  0.209

Computed properties:
Highest occupied orbital energy (spin up / spin down) (eV): -4.7 / -1.3
Total charge: -1
HOMO-LUMO gap (spin up / spin down) (eV): 8.40 / 4.46


Formula: C3H6HoO4
Source: the Open Molecules 2025 dataset
Level of theory: ωB97M-V/def2-TZVPD

Each line ends with the natural charge from an NBO analysis.
CARTESIAN COORDINATES (ANGSTROEM)
Ho (1.0046, 1.7306, -0.6689)  2.560
O (4.0132, -0.8161, -0.0675)  -0.581
O (2.1987, -0.1906, -1.2456)  -0.806
O (-1.2007, 1.0570, -0.1930)  -0.876
O (2.9368, 1.0695, 0.3879)  -0.792
C (-1.5538, -0.3007, 0.1291)  -0.237
C (-2.9486, -0.4944, 0.5476)  -0.220
C (3.0380, 0.0309, -0.3251)  0.986
H (-3.2898, -0.3356, 1.5716)  0.212
H (-1.3354, -0.5180, 1.2899)  0.248
H (-3.7204, -0.3451, -0.2112)  0.191
H (3.8997, -1.6249, -0.5849)  0.533
H (-1.9104, 1.6676, 0.0358)  0.547
H (-1.1320, -0.9303, -0.6656)  0.236

Computed properties:
2S+1: 6
Highest occupied orbital energy (spin up / spin down) (eV): -16.9 / -18.8
Total charge: +2
HOMO-LUMO gap (spin up / spin down) (eV): 6.23 / 8.31


Formula: C3H6IN2
Source: the Open Molecules 2025 dataset
Level of theory: ωB97M-V/def2-TZVPD

Each line ends with the natural charge from an NBO analysis.
CARTESIAN COORDINATES (ANGSTROEM)
I (-3.8360, -1.3149, -0.4437)  0.106
N (-1.1100, -1.9396, 0.7927)  -0.653
N (1.2261, 1.1018, -0.0430)  -0.699
C (0.1738, 0.1009, 0.3165)  -0.034
C (-1.0666, 0.2489, -0.1487)  -0.292
C (-1.7426, -0.9842, 0.2709)  0.203
H (-1.3491, -2.9268, 0.8435)  0.420
H (1.8889, 1.5542, 0.5770)  0.460
H (0.6863, 1.7428, -0.5981)  0.447
H (-1.4796, 1.0979, -0.8043)  0.281
H (1.8615, 0.5078, -0.6147)  0.454
H (0.4637, -0.7949, 0.9901)  0.306

Computed properties:
Highest occupied orbital energy (eV): -12.8
SMILES: [H]/N=C(I)/C=C/[NH3+]
Total charge: +1
HOMO-LUMO gap (eV): 8.42


Formula: C3H6IN2O
Source: the Open Molecules 2025 dataset
Level of theory: ωB97M-V/def2-TZVPD

Each line ends with the natural charge from an NBO analysis.
CARTESIAN COORDINATES (ANGSTROEM)
I (-2.7384, 0.2953, -0.0248)  0.243
O (1.4346, -0.8387, 0.0603)  -0.703
N (-1.1049, -2.2672, -0.1001)  -0.768
N (0.6780, 1.1492, 0.0441)  -0.434
C (0.2675, -0.2082, -0.0884)  0.244
C (-0.9571, -0.8972, -0.0461)  0.101
C (0.5020, 2.4175, -0.0371)  0.040
H (1.3519, 3.1939, 0.0062)  0.245
H (-0.5199, 2.9745, 0.0222)  0.237
H (-1.9614, -2.6208, 0.2345)  0.410
H (-0.4144, -2.8119, 0.3014)  0.401
H (1.7471, 1.0410, 0.2499)  0.471
H (1.7151, -1.4273, -0.6222)  0.513

Computed properties:
Highest occupied orbital energy (spin up / spin down) (eV): -12.7 / -12.7
SMILES: C=[NH+]/C(O)=C(/N)I
Total charge: +1
HOMO-LUMO gap (spin up / spin down) (eV): 7.70 / 7.70


Formula: C3H6InO3
Source: the Open Molecules 2025 dataset
Level of theory: ωB97M-V/def2-TZVPD

Each line ends with the natural charge from an NBO analysis.
CARTESIAN COORDINATES (ANGSTROEM)
In (2.3672, 0.1177, 0.8919)  1.278
O (-1.0895, 1.1322, -0.0171)  -0.348
O (-0.3335, -0.8134, -0.5977)  -0.333
O (0.1108, -0.1059, 1.3653)  -0.533
C (-0.6595, -0.0239, 0.4143)  1.042
C (-0.1689, -2.2064, -0.2772)  -0.296
C (-0.1682, 2.2053, -0.2373)  -0.269
H (0.9162, -2.3340, -0.2646)  0.205
H (0.4206, 2.4178, 0.6642)  0.203
H (0.5380, 1.8848, -1.0090)  0.218
H (-0.5295, -2.5869, 0.6834)  0.251
H (-0.7240, 3.0920, -0.5586)  0.297
H (-0.6797, -2.7792, -1.0577)  0.285

Computed properties:
2S+1: 2
Highest occupied orbital energy (spin up / spin down) (eV): -21.1 / -20.7
Total charge: +2
HOMO-LUMO gap (spin up / spin down) (eV): 10.74 / 5.73


Formula: C3H6N
Source: the Open Molecules 2025 dataset
Level of theory: ωB97M-V/def2-TZVPD

Each line ends with the natural charge from an NBO analysis.
CARTESIAN COORDINATES (ANGSTROEM)
N (0.5075, 0.2568, 0.0905)  -0.266
C (-0.7422, 0.8483, 0.0047)  -0.282
C (-1.2518, -0.5919, 0.0186)  -0.032
C (1.6588, -0.1891, -0.0338)  0.108
H (2.6129, 0.3004, 0.0114)  0.235
H (-1.3812, -1.3594, -0.8723)  0.266
H (1.7130, -1.2680, -0.0026)  0.208
H (-1.2230, 1.4951, 0.7954)  0.284
H (-0.7130, 1.4969, -0.9450)  0.281
H (-1.1810, -0.9892, 0.9332)  0.197

Computed properties:
Highest occupied orbital energy (eV): -15.6
Total charge: +1
HOMO-LUMO gap (eV): 9.99


Listing relative energy (zero: lowest compared OMol25 entry of this formula, charge and spin) for the structures above in their given order: 57.4, 0.0, 56.7, 61.2, 19.7, 74.5 kcal/mol.